Entry from OMol25: a cluster of 6 separate species, H11O6 in total (wB97M-V/def2-TZVPD).

Summary:
* relative energy (zero: lowest compared OMol25 entry of this formula, charge and spin): 25.2 kJ/mol
* charge: -1

Element x y z (Å)
O1 0.71177 -2.15423 -1.00459
O2 0.42539 0.04186 1.49096
O3 -0.13115 2.49270 -1.27463
O4 -0.50990 3.25056 1.38600
O5 -0.54800 0.01305 -1.33716
O6 -0.00696 -3.48153 1.37571
H1 0.50827 -2.88560 1.93289
H2 0.27759 -1.23547 -1.21212
H3 -1.50512 -0.03417 -1.31243
H4 0.72644 2.56633 -1.70044
H5 -0.53557 2.41765 1.87063
H6 -0.50570 2.93715 0.45342
H7 -0.32212 -0.12241 0.90395
H8 0.50079 -2.73529 -1.74206
H9 -0.33999 1.45942 -1.33119
H10 0.34172 -3.24296 0.49687
H11 0.91254 0.71294 1.00420

Cartesian forces (eV/Å) of the 3 atoms listed first:
0.33 -0.17 -0.22
-0.02 0.22 0.55
-0.14 -0.23 -0.06

=====

Entry from OMol25: an isolated molecule of C23H22N4O4S3 in a non-equilibrium geometry (wB97M-V/def2-TZVPD).

Summary:
* energy: -2604.21199 Ha
* structure (SMILES): O=S(=O)(NC1=NCCCCC1)c1ccc2sc(NS(=O)(=O)c3ccc4ccccc4c3)nc2c1
* charge: 0

Element x y z (Å)
S1 1.72016 -2.66827 2.87449
S2 -2.52883 -1.93421 3.83818
S3 1.42569 -0.83135 -3.07130
O1 2.71220 -0.68438 -3.68052
O2 0.40100 -1.53017 -3.78170
O3 -2.62720 -1.12502 5.01237
O4 -3.26025 -3.15857 3.79360
N1 -0.42858 -2.01944 1.55672
N2 -0.83274 -2.36361 3.80796
N3 0.31849 2.37961 -1.35120
N4 0.75032 0.68384 -2.77600
C1 -3.25400 -0.98270 0.00786
C2 -0.03738 -2.33034 2.73509
C3 2.99683 -2.26736 0.37910
C4 -2.50310 0.88823 -1.36927
C5 3.12523 1.49261 -0.25431
C6 -2.71855 -1.00626 2.34046
C7 -2.98180 0.25331 -2.48347
C8 2.85423 2.68879 0.65551
C9 0.46775 -1.56692 -0.66298
C10 1.86662 -2.29819 1.17797
C11 -3.75729 -1.59769 -1.15844
C12 1.61106 -1.50252 -1.42680
C13 1.36742 2.98572 0.83046
C14 -2.62541 0.28930 -0.09703
C15 -3.61918 -0.99384 -2.37736
C16 2.85934 -1.85623 -0.93753
C17 0.68540 3.45110 -0.46109
C18 -2.15308 0.27172 2.27161
C19 1.19838 1.64045 -1.88688
C20 0.59002 -1.96709 0.65995
C21 -2.11365 0.91066 1.06427
C22 -3.28903 -1.61893 1.26535
C23 2.68984 1.72213 -1.70613
H1 3.28983 2.48615 1.63717
H2 -0.43345 -2.57569 4.70804
H3 -1.75053 0.70795 3.17204
H4 -3.71214 -2.60441 1.37827
H5 -1.99170 1.83661 -1.44487
H6 3.35332 3.57293 0.25072
H7 0.85643 2.09118 1.19560
H8 1.33487 4.17467 -0.97077
H9 3.01118 2.72151 -2.01714
H10 3.71073 -1.78805 -1.59476
H11 3.16238 0.99563 -2.36401
H12 -4.23669 -2.56092 -1.06940
H13 4.19754 1.28549 -0.24713
H14 -0.25087 3.96108 -0.21148
H15 -2.87648 0.70808 -3.45754
H16 2.61520 0.61363 0.14662
H17 -0.25433 0.67444 -2.88688
H18 -3.99054 -1.47468 -3.26938
H19 -0.49320 -1.30313 -1.07003
H20 1.25288 3.77151 1.58057
H21 3.96119 -2.53599 0.77916
H22 -1.66551 1.88762 0.96627

Cartesian forces (eV/Å) of the 3 atoms listed first:
-0.39 0.08 -0.01
0.59 -0.32 0.25
-0.18 0.31 -0.01

=====

Entry from OMol25: a cluster of 5 separate species, C3H14O4 in total in a non-equilibrium geometry (wB97M-V/def2-TZVPD).

Summary:
* structure (SMILES): C=CC.O.O.O.O
* relative energy (zero: lowest compared OMol25 entry of this formula, charge and spin): 221.5 kJ/mol
* charge: 0

Element x y z (Å)
O1 2.77255 2.45849 -1.27980
O2 -2.00094 1.67784 -2.43693
O3 1.30883 -1.17882 -2.00794
O4 0.77006 -2.70450 0.33613
C1 -0.91469 0.37285 1.15453
C2 0.12972 1.13389 1.47685
C3 -1.60529 -0.50257 2.18839
H1 -1.37786 0.34999 0.20454
H2 -1.18046 -0.45266 3.19243
H3 2.94703 1.53094 -0.93914
H4 -1.75222 1.34961 -1.57808
H5 0.25074 -2.81063 1.07460
H6 0.52665 1.77382 0.72653
H7 0.36727 -0.92469 -2.42847
H8 0.99632 -1.85785 -1.43244
H9 1.70230 -3.12314 0.51708
H10 0.52897 1.06784 2.42941
H11 -2.70698 -0.21563 2.23413
H12 -1.63027 -1.43472 1.74873
H13 -1.41302 1.37242 -3.10159
H14 2.28127 2.11752 -2.07896

Cartesian forces (eV/Å) of the 3 atoms listed first:
-0.69 -2.94 -0.92
-1.35 0.80 0.37
-3.31 1.78 -2.45

=====

Entry from OMol25: a cluster of 6 separate species, C6H24N4O8 in total in a non-equilibrium geometry (wB97M-V/def2-TZVPD).

Summary:
* structure (SMILES): NC(N)=O.NC(N)=O.OCCO.OCCO.O.O
* relative energy (zero: lowest compared OMol25 entry of this formula, charge and spin): 251.1 kJ/mol
* charge: 0

Element x y z (Å)
O1 -0.34716 -2.61953 2.08258
O2 -0.32406 4.41327 -4.20041
O3 -4.42965 -1.87931 1.33833
O4 1.85418 -0.83550 -2.75877
O5 2.22277 -2.99759 3.58442
O6 2.79612 0.86840 -0.23115
O7 0.17891 1.13431 -0.76516
O8 -4.02904 0.36211 -0.44325
N1 4.00174 0.55417 1.63236
N2 1.96628 1.22504 1.78698
N3 -0.63561 2.70613 -5.45231
N4 -0.91828 2.37026 -3.35491
C1 0.55641 -1.52132 2.38426
C2 -3.59899 -1.92278 0.19987
C3 1.50669 -1.78825 3.61608
C4 -3.06268 -0.52773 0.03428
C5 -0.56758 3.22057 -4.30348
C6 2.91226 0.86803 0.98610
H1 1.08127 1.41113 -0.60592
H2 -0.46025 3.23661 -6.29369
H3 2.01345 -1.77648 -2.68515
H4 1.31477 1.86213 1.35138
H5 1.16486 -1.31791 1.50306
H6 2.18672 -0.93663 3.63617
H7 -2.76577 -2.62464 0.23507
H8 -2.25116 -0.58030 -0.69151
H9 0.10433 0.29084 -0.31882
H10 -0.07359 -0.63857 2.49359
H11 2.22410 1.39691 2.74827
H12 -0.65714 1.43565 -3.63490
H13 4.05440 0.77232 2.61711
H14 -4.06423 -2.37254 -0.67727
H15 2.28089 -0.45894 -1.98913
H16 0.95245 -1.60521 4.53663
H17 4.84517 0.36030 1.11165
H18 -0.81591 2.63698 -2.38615
H19 -2.56455 -0.07432 0.89123
H20 -5.12122 -1.23148 1.18455
H21 -0.72367 -2.85262 2.93435
H22 -0.73628 1.70761 -5.56602
H23 -3.60248 1.21275 -0.57001
H24 1.53144 -3.48380 4.03968

Cartesian forces (eV/Å) of the 3 atoms listed first:
1.10 0.57 0.37
0.22 0.94 1.13
-0.15 -1.28 0.51

=====

Entry from OMol25: a structure of composition C40H40ClN2OP2RuS in a non-equilibrium geometry (wB97M-V/def2-TZVPD).

Summary:
* 2S+1: 2
* relative energy (zero: lowest compared OMol25 entry of this formula, charge and spin): 312.2 kJ/mol
* charge: +2

Element x y z (Å)
Ru1 1.57833 0.45267 -0.93043
Cl1 4.46333 -3.11743 2.60607
S1 -4.67177 -1.16803 2.79037
P1 0.47703 0.22907 1.23547
P2 -0.25217 -1.19293 -1.15323
O1 1.35073 2.69887 -1.26053
N1 -0.75957 -0.64733 0.41717
N2 2.01033 3.39167 -2.14133
C1 -2.10667 1.76747 -3.22963
C2 -0.51087 4.68207 1.75687
C3 -2.21947 -2.14523 1.85747
C4 1.10453 -1.56373 3.24017
C5 0.65623 4.11327 2.24757
C6 2.84493 4.36467 -1.73143
C7 -2.68167 -4.50503 -1.22993
C8 1.87393 3.12227 -3.45323
C9 2.59993 3.81917 -4.39293
C10 4.33233 -0.64533 1.52517
C11 3.59903 5.08507 -2.63133
C12 -3.68507 -2.52253 2.05597
C13 3.91133 -2.51703 0.03127
C14 4.16943 0.23367 0.48377
C15 0.00273 -3.92243 -0.87333
C16 0.39403 -0.40483 2.93817
C17 -0.44117 -5.22893 -0.76863
C18 1.03153 -2.10303 4.51147
C19 -2.57637 -0.27093 -4.41583
C20 3.48533 4.81237 -3.98953
C21 3.73003 -1.65403 -1.01913
C22 3.86993 -0.23593 -0.84063
C23 0.25123 -1.49023 5.48067
C24 -2.73727 1.09867 -4.26953
C25 -1.78417 -5.52153 -0.94083
C26 -1.36237 1.05787 -2.30583
C27 -2.24567 -3.19693 -1.34813
C28 -1.83367 -0.98903 -3.49413
C29 -2.08457 -0.88923 0.98437
C30 -0.89567 -2.89973 -1.15913
C31 -5.51027 -0.48463 1.34167
C32 -0.05087 1.96467 1.41937
C33 0.89103 2.76417 2.07487
C34 3.77393 0.65127 -1.93193
C35 4.21033 -2.02413 1.31007
C36 -1.21627 2.54067 0.92277
C37 -0.37707 0.22127 3.91427
C38 -0.45257 -0.33473 5.17887
C39 -1.27787 -0.33513 -2.39433
C40 -1.44267 3.89547 1.09877
H1 -2.36847 -0.02483 1.59487
H2 4.06373 5.36187 -4.71683
H3 -2.19597 2.83937 -3.15063
H4 -1.06087 0.13997 5.93247
H5 -1.71417 -2.98973 1.39027
H6 4.57673 -0.28283 2.51117
H7 3.74003 0.25607 -2.94233
H8 4.14883 1.66197 -1.81673
H9 1.79423 2.30707 2.46377
H10 -2.35187 4.34187 0.72627
H11 1.58593 -2.99813 4.74677
H12 0.19543 -1.90823 6.47357
H13 3.55773 -2.03553 -2.01983
H14 -0.68777 5.73797 1.89507
H15 3.85673 -3.58353 -0.12343
H16 4.32473 1.29587 0.63617
H17 -3.77077 -3.35573 2.75437
H18 -6.17857 0.28867 1.70657
H19 -4.79177 -0.05143 0.65267
H20 -6.08497 -1.26373 0.85057
H21 -2.13907 -6.53553 -0.84193
H22 1.04733 -3.67653 -0.73453
H23 -0.92127 1.12777 3.69187
H24 0.25463 -6.02243 -0.55363
H25 -2.95237 -2.41463 -1.59273
H26 2.48053 3.57637 -5.43593
H27 -2.78527 -0.95903 0.14787
H28 -1.95297 1.94037 0.40977
H29 2.89113 4.52207 -0.66423
H30 -3.02667 -0.78013 -5.25373
H31 -3.72747 -4.73343 -1.37153
H32 4.26933 5.84667 -2.26503
H33 1.70593 -2.03473 2.47397
H34 -4.15817 -2.80083 1.11607
H35 -3.33757 1.64787 -4.97723
H36 1.38003 4.72217 2.76677
H37 1.18043 2.32267 -3.69363
H38 -1.75027 -1.96973 2.82467
H39 -1.68337 -2.05093 -3.63183
H40 -0.84987 1.57827 -1.49743

Cartesian forces (eV/Å) of the 3 atoms listed first:
0.37 0.03 -0.36
-0.06 0.13 -0.13
-0.01 -0.09 0.16

=====

Entry from OMol25: an isolated molecule of C19H20BNO4 in a non-equilibrium geometry (wB97M-V/def2-TZVPD).

Summary:
* structure (SMILES): C[C@H](C(=O)N[C@@H](Cc1coc2ccccc12)B(O)O)c1ccccc1
* relative energy (zero: lowest compared OMol25 entry of this formula, charge and spin): 154.0 kJ/mol
* charge: 0

Element x y z (Å)
O1 3.86055 -0.30707 1.94233
O2 0.12894 -2.42513 -3.22021
O3 1.92299 -0.84891 3.28783
O4 -0.67884 -1.23118 2.37364
N1 0.43370 -0.02681 0.79302
C1 2.78550 -0.03197 -5.19490
C2 -3.39582 3.50858 2.33828
C3 2.69387 -0.01759 -3.90152
C4 1.97366 -0.86598 -5.92591
C5 0.94092 -1.66880 -3.99294
C6 1.03586 -1.69012 -5.37219
C7 0.60292 -2.15538 -1.90921
C8 1.57794 -0.89062 0.70295
C9 -1.92474 1.32431 3.37960
C10 -3.16250 -0.85906 1.36786
C11 -2.31625 1.32916 2.07033
C12 -2.10847 2.50106 4.10250
C13 1.55839 -1.19861 -1.81241
C14 2.38743 -0.80815 -0.64409
C15 -0.75176 -0.45068 1.45896
C16 -3.16853 2.33468 1.61204
C17 -2.05468 0.17669 1.13071
C18 1.76347 -0.78640 -3.18435
C19 -2.80316 3.61577 3.58898
B1 2.51350 -0.65353 2.04025
H1 0.19103 -2.64938 -1.04732
H2 0.47455 -2.37984 -5.98447
H3 -2.13927 0.44270 0.07828
H4 2.93615 0.14563 -0.82314
H5 3.38964 0.51846 -3.23981
H6 2.11952 -0.84176 -6.99752
H7 1.18126 -1.88207 0.97780
H8 3.22384 -1.50922 -0.53514
H9 0.94874 -0.94637 3.10826
H10 3.60375 0.52756 -5.61706
H11 4.33568 -0.40570 2.84650
H12 -3.58495 2.32413 0.64232
H13 -4.18794 4.26820 1.99674
H14 -1.92975 2.44203 5.18379
H15 -1.58175 0.47008 3.85316
H16 -3.12182 -1.77404 0.73603
H17 -2.92712 4.47969 4.20491
H18 -4.09652 -0.34773 1.21602
H19 -3.04553 -1.37419 2.36131
H20 0.39560 0.61760 0.00776

Cartesian forces (eV/Å) of the 3 atoms listed first:
0.20 -0.80 2.12
1.14 0.19 2.02
-0.18 0.39 -1.59

=====

Which of these has the lowest charge?
H11O6